[1]
The following is a DFT calculation (wB97M-V/def2-TZVPD) of a cluster of 2 separate species, C6H15NO in total.

Element x y z (Å)
C: -1.16 -1.96 0.37
C: -2.29 -1.13 0.15
N: -3.22 -1.10 -0.96
O: -2.55 -0.43 1.11
H: -1.32 -2.96 -0.09
H: -0.96 -2.13 1.49
H: -0.24 -1.62 -0.14
H: -3.99 -0.42 -0.92
H: -2.72 -1.13 -1.93
C: 2.63 1.23 -0.50
C: 1.37 0.57 0.01
C: 1.14 0.84 1.57
C: 0.18 0.86 -0.86
H: 2.56 2.33 -0.30
H: 2.86 1.10 -1.55
H: 3.46 0.94 0.14
H: 1.58 -0.53 -0.04
H: 1.28 -0.11 2.10
H: 1.94 1.54 1.87
H: 0.19 1.21 1.77
H: 0.13 0.42 -1.79
H: -0.83 0.56 -0.49
H: -0.04 1.91 -1.04

Results
ΔE to the lowest compared entry with this formula, charge and spin	1.670	eV
E_LUMO	0.816	eV
HOMO level	-9.616	eV
SMILES string	CC(N)=O.CC(C)C
orbital gap	10.432	eV

[2]
The following is a DFT calculation (wB97M-V/def2-TZVPD) of a cluster of 6 separate species, CH12O6 in total.

Element x y z (Å)
C: 1.84 0.36 1.53
O: 2.72 0.07 0.76
H: 1.77 1.36 2.00
H: 1.07 -0.37 1.80
O: -0.01 -2.16 0.41
H: -0.88 -1.72 0.50
H: -0.17 -3.06 0.11
O: -0.36 1.33 -1.88
H: 0.24 2.00 -2.22
H: 0.16 0.46 -1.97
O: -1.27 1.70 0.56
H: -0.84 1.47 -0.31
H: -2.16 1.84 0.24
O: 1.31 -0.66 -1.63
H: 0.89 -1.41 -1.19
H: 1.85 -0.19 -0.99
O: -2.03 -0.68 0.95
H: -1.46 0.10 1.06
H: -2.68 -0.46 0.26

Results
ΔE to the lowest compared entry with this formula, charge and spin	0.276	eV
E_LUMO	0.465	eV
HOMO level	-10.432	eV
SMILES string	C=O.O.O.O.O.O
orbital gap	10.897	eV

[3]
The following is a DFT calculation (wB97M-V/def2-TZVPD) of a structure of composition C13H30AlClNO2.

Element x y z (Å)
C: 2.07 -0.10 2.47
N: 1.59 1.19 1.85
C: 2.20 2.42 2.50
Al: 0.86 3.99 2.18
C: -1.08 3.49 2.67
C: -1.66 2.17 1.85
C: -1.69 0.84 2.82
Cl: -3.47 2.50 1.40
H: 3.23 -0.21 2.57
H: 1.58 -0.26 3.53
H: 1.68 -0.97 1.78
H: 1.68 1.20 0.81
H: 3.21 2.78 2.01
H: 2.28 2.29 3.66
H: 1.05 4.49 0.69
H: 1.36 5.15 3.18
H: -1.15 3.32 3.84
H: -1.76 4.41 2.33
H: -1.02 2.01 0.87
H: -2.44 0.08 2.30
H: -2.11 1.09 3.91
H: -0.67 0.27 2.89
C: -0.91 0.84 -3.24
C: -0.28 2.21 -3.24
C: 0.58 2.16 -1.99
O: 0.97 0.80 -1.81
C: 0.21 -0.02 -2.70
H: -1.26 0.52 -4.22
H: -1.76 0.83 -2.55
H: 0.36 2.32 -4.12
H: -1.00 3.03 -3.23
H: 0.00 2.47 -1.11
H: 1.46 2.80 -2.06
H: 0.87 -0.36 -3.50
H: -0.17 -0.90 -2.16
C: -0.98 -5.37 -1.03
C: 0.50 -5.11 -1.12
C: 0.56 -3.83 -1.91
O: -0.64 -3.10 -1.60
C: -1.53 -3.97 -0.89
H: -1.26 -6.02 -0.20
H: -1.34 -5.82 -1.96
H: 0.91 -4.95 -0.11
H: 1.06 -5.93 -1.59
H: 0.55 -4.02 -2.99
H: 1.43 -3.22 -1.67
H: -1.55 -3.65 0.16
H: -2.54 -3.87 -1.30

Results
E_LUMO	2.515	eV
charge	-1
HOMO level	-3.741	eV
orbital gap	6.256	eV

> What is the HOMO level in the second record?

-10.432 eV

> Look up the HOMO level of the third one.

-3.741 eV